Density functional theory data (the ωB97M-V functional and the def2-TZVPD basis) for a 3-piece molecular cluster, C3H12NO3S overall at a distorted geometry.

Output
2S+1: 2
Molar mass: 142.20 g mol⁻¹
Energy relative to the best compared isomer or geometry (same formula, charge and spin): 0.0 kcal/mol
E_HOMO (alpha / beta): -9.5 / -9.6 eV
Kohn-Sham gap (alpha / beta): 0.3709 / 0.2607 Ha

XYZ file:
```
20
Properties=species:S:1:pos:R:3:forces:R:3
C 0.234708 -1.011979 -0.139807 0.2 0.1 0.2
C 0.563696 -1.338301 -1.577585 0.0 -0.7 -0.2
S 1.692466 -2.763921 -1.723510 0.2 0.4 0.0
N -0.612179 0.180810 -0.052798 0.0 -0.4 -0.2
C -0.424734 1.025058 1.099730 -0.7 0.2 -0.8
O 0.279465 2.160802 0.903494 0.2 -0.1 0.1
H 1.169698 -0.877221 0.399616 0.3 0.2 0.0
H -0.236499 -1.871905 0.348767 -0.2 0.1 -0.2
H -0.312055 -1.591156 -2.174368 -0.2 0.2 0.1
H 1.068782 -0.511695 -2.062930 0.1 0.2 -0.1
H 0.785380 -3.682280 -1.417861 -0.2 -0.3 0.1
H -0.523267 0.759159 -0.878750 0.1 0.0 -0.1
H -0.056278 0.450180 1.947006 0.0 -0.1 0.3
H -1.443208 1.423018 1.340949 0.3 0.1 0.5
H 1.845295 2.648336 2.065160 0.2 0.4 0.0
H 3.030783 3.471897 1.535002 -0.1 -0.1 0.0
O 2.675437 3.071955 2.335399 -0.1 -0.2 0.0
H -2.508528 -0.543540 -0.930566 -0.4 0.1 0.2
H -3.748344 -0.384515 -0.059178 0.0 -0.1 -0.2
O -3.480623 -0.614702 -0.957762 0.3 0.0 0.1
```
Forces are in eV/Å.

Löwdin atomic charge list, values in e, 2 entries:
1. C -0.308
2. C -0.565

Density functional theory data (the ωB97M-V functional and the def2-TZVPD basis) for a 2-piece molecular cluster, C4H12N2 overall at a distorted geometry.

Output
Molar mass: 88.15 g mol⁻¹
Energy relative to the best compared isomer or geometry (same formula, charge and spin): 41.6 kcal/mol
E_HOMO: -9.1 eV
Kohn-Sham gap: 0.3717 Ha
SMILES: CC(C)=N.CN

XYZ file:
```
18
Properties=species:S:1:pos:R:3:forces:R:3
C -1.536763 1.227625 -0.354186 1.2 0.2 -0.6
C -0.963466 -0.102983 0.096995 -4.1 -1.8 0.3
C -0.755602 -0.192363 1.588097 0.8 -0.3 0.5
N -1.296521 -1.239451 -0.464475 1.2 1.2 0.5
H -2.332561 1.554510 0.312281 0.0 -0.1 0.0
H -1.911520 1.192204 -1.377251 0.0 -0.1 0.0
H -0.726726 1.959769 -0.323403 -0.2 0.2 0.1
H -1.354324 0.497982 2.182091 0.0 0.4 -0.4
H -1.041756 -1.177046 1.950258 0.2 -0.2 -0.3
H 0.282752 -0.024132 1.863524 0.1 0.1 0.1
H -1.606689 -1.122056 -1.429562 -0.1 0.3 0.0
C 2.253207 -0.735933 -0.186241 -0.9 2.5 -1.2
N 1.146660 0.244807 -0.829933 1.8 -2.2 0.1
H 3.101319 -0.065561 -0.056324 0.2 -0.3 0.2
H 2.550494 -1.573617 -0.820218 -0.3 0.2 -0.1
H 1.929222 -1.091366 0.786183 -0.3 0.0 -0.1
H 0.701366 -0.335454 -1.538606 -0.2 0.1 0.3
H 1.560907 0.983066 -1.399228 0.6 -0.1 0.5
```
Forces are in eV/Å.

Löwdin atomic charge list, values in e, 2 entries:
1. C -0.071
2. C -0.533

Density functional theory data (the ωB97M-V functional and the def2-TZVPD basis) for one molecule with the formula C5H14N2S.

Output
Molar mass: 134.25 g mol⁻¹
Energy relative to the best compared isomer or geometry (same formula, charge and spin): 11.3 kcal/mol
E_HOMO: -8.3 eV
Kohn-Sham gap: 0.3412 Ha
SMILES: CNC[C@H](N)CCS

XYZ file:
```
22
Properties=species:S:1:pos:R:3:forces:R:3
C -1.869800 -0.359701 2.323036 0.5 -0.1 0.2
N -1.954144 -1.110956 1.092729 -0.2 0.0 0.3
C -0.861006 -1.920231 0.593225 -0.7 -0.4 -0.1
C 0.047220 -1.256880 -0.440965 0.0 -0.1 0.1
N 1.134677 -2.143242 -0.849919 -0.2 0.9 -0.2
C 0.574674 0.115083 0.019496 0.8 -0.3 0.2
C 0.237556 1.240985 -0.917029 -0.2 0.4 -0.8
S 1.294946 2.709712 -0.845107 0.2 0.2 0.1
H -2.827956 0.105057 2.527085 -0.2 0.1 0.0
H -1.638492 -1.010402 3.175642 -0.1 -0.1 -0.2
H -1.103800 0.426853 2.349577 -0.1 0.1 -0.1
H -2.471547 -0.631515 0.374930 0.1 0.0 -0.1
H -1.330758 -2.801706 0.125150 0.3 0.1 -0.1
H -0.291539 -2.338735 1.429601 0.1 0.3 0.1
H -0.568891 -1.091297 -1.328704 -0.1 0.0 -0.1
H 1.478851 -2.713381 -0.095432 0.0 -0.4 -0.3
H 1.000675 -2.571417 -1.752848 0.1 -0.4 0.5
H 0.323046 0.349090 1.044307 -0.5 0.1 0.2
H 1.656125 0.035475 0.064296 0.3 -0.1 -0.2
H 0.368671 0.933033 -1.964329 0.1 -0.1 0.2
H -0.800413 1.558977 -0.872397 -0.2 0.0 0.2
H 0.864243 3.252844 0.301011 -0.1 -0.1 0.1
```
Forces are in eV/Å.

Löwdin atomic charge list, values in e, 2 entries:
1. C -0.143
2. N -0.124

Density functional theory data (the ωB97M-V functional and the def2-TZVPD basis) for C42H31N7SSbSeY as an isolated structure.

Output
Molar mass: 955.45 g mol⁻¹
Energy relative to the best compared isomer or geometry (same formula, charge and spin): 10.6 kcal/mol
E_HOMO: -13.1 eV
Total charge: +2
Kohn-Sham gap: 0.2448 Ha

XYZ file:
```
84
Properties=species:S:1:pos:R:3:forces:R:3
Y -1.251696 -0.076422 1.078368 0.0 0.1 -0.3
C -3.277592 -3.137700 -1.452888 0.0 0.0 0.0
C -2.951831 -4.400873 -0.946111 0.0 0.0 0.0
C -2.214525 -4.498523 0.205453 0.0 0.0 0.0
C -1.805120 -3.341168 0.891552 0.0 0.0 0.0
N -2.112573 -2.124586 0.383462 0.1 0.1 0.0
C -2.826637 -2.048733 -0.763847 -0.1 0.0 0.0
N -1.121576 -3.549104 2.061794 0.0 0.0 0.0
C -0.823317 -2.659344 2.943035 0.0 0.0 0.0
N -1.020364 -1.285282 2.903693 -0.1 -0.1 0.1
C -0.658759 -0.758110 4.136400 0.0 0.0 0.0
N -0.762449 0.454956 4.554100 0.0 0.0 0.0
C -1.474238 1.469862 3.959418 0.0 0.0 -0.1
C -1.538436 2.671108 4.685788 -0.1 0.0 0.0
C -2.358558 3.688268 4.267071 0.0 0.0 0.0
C -3.127977 3.515498 3.111823 0.0 0.0 0.0
C -2.971507 2.353030 2.408339 0.0 0.0 0.0
N -2.136903 1.353064 2.781301 0.2 -0.1 -0.1
C -0.114260 -1.840032 4.973610 0.0 0.0 0.0
C 0.386874 -1.830525 6.259821 0.0 0.0 0.0
C 0.795983 -3.050853 6.787500 0.0 0.0 0.0
C 0.689055 -4.229882 6.051010 0.0 0.0 0.0
C 0.170025 -4.230375 4.760675 0.0 0.0 0.0
C -0.219599 -3.012658 4.240466 0.0 0.1 0.0
H -3.859846 -3.016040 -2.353580 0.0 0.0 0.0
H -3.282646 -5.295212 -1.457689 0.0 0.0 0.0
H -1.945106 -5.451281 0.636631 0.0 0.0 0.0
H -3.054275 -1.045680 -1.126741 0.0 0.0 0.0
H -0.962044 2.733705 5.596869 0.0 0.0 0.0
H -2.428714 4.603931 4.839192 0.0 0.0 0.0
H -3.822763 4.270257 2.773379 0.0 0.0 0.0
H -3.534138 2.189951 1.494374 0.0 0.0 0.0
H 0.455922 -0.913537 6.828505 0.0 0.0 0.0
H 1.200158 -3.090173 7.789919 0.0 0.0 0.0
H 1.012521 -5.160233 6.497820 0.0 0.0 0.0
H 0.071873 -5.140283 4.184854 0.0 0.0 0.0
Se -2.742603 2.028471 -1.841445 0.0 0.1 0.0
N -1.557676 1.864488 -0.493928 -0.1 -0.2 0.1
C -1.172230 3.090228 -0.155718 0.1 0.0 0.0
C -0.235010 3.415678 0.871290 0.0 0.0 0.0
C 0.028594 4.722826 1.109584 0.0 0.0 0.0
C -0.592213 5.782115 0.360237 0.0 0.0 0.0
C -1.469400 5.523299 -0.633698 0.0 0.0 0.0
C -1.790804 4.155958 -0.919402 0.1 0.0 0.0
N -2.645556 3.781823 -1.847327 0.0 0.0 0.0
H 0.271847 2.633849 1.424849 0.0 0.0 0.0
H 0.737492 4.988802 1.883205 0.0 0.0 0.0
H -0.334510 6.803899 0.603914 0.0 0.0 0.0
H -1.941434 6.301329 -1.217108 0.0 0.0 0.0
S 1.356727 -0.190620 0.442951 -0.1 0.0 0.2
Sb 1.671899 -0.228004 -1.849137 -0.1 0.1 0.0
C 1.719656 1.737265 -2.579537 0.0 0.0 0.1
C 1.927953 2.770706 -1.673485 0.0 0.0 0.0
C 1.989443 4.079531 -2.131261 0.0 0.0 0.0
C 1.849029 4.347657 -3.486248 0.0 0.0 0.0
C 1.661706 3.310654 -4.391094 0.0 0.0 0.0
C 1.600549 1.999283 -3.942450 0.0 0.0 0.0
C 3.453144 -1.252057 -2.204473 -0.1 0.0 0.0
C 3.649613 -1.828661 -3.456488 0.0 0.0 0.0
C 4.850351 -2.469919 -3.721372 0.0 0.0 0.0
C 5.834934 -2.528769 -2.744142 0.0 0.0 0.0
C 5.628419 -1.952250 -1.497925 0.0 0.0 0.0
C 4.432278 -1.307770 -1.219771 0.0 0.0 0.0
C 0.159480 -1.248045 -2.886622 0.0 0.1 0.0
C 0.148743 -2.641130 -2.859909 0.0 0.0 0.0
C -0.759553 -3.331243 -3.648970 0.0 0.0 0.0
C -1.647083 -2.635629 -4.460496 0.0 0.0 0.0
C -1.648903 -1.247542 -4.471122 0.0 0.0 0.0
C -0.744348 -0.547841 -3.683206 0.0 0.0 0.0
H 2.053562 2.555815 -0.619068 0.0 0.0 0.0
H 2.160629 4.887167 -1.431038 0.0 0.0 0.0
H 1.901539 5.367501 -3.843489 0.0 0.0 0.0
H 1.572138 3.521296 -5.448236 0.0 0.0 0.0
H 1.468273 1.196606 -4.658698 0.0 0.0 0.0
H 2.880134 -1.791196 -4.219518 0.0 0.0 0.0
H 5.015562 -2.923441 -4.689184 0.0 0.0 0.0
H 6.769838 -3.030345 -2.954604 0.0 0.0 0.0
H 6.398433 -2.005064 -0.740434 0.0 0.0 0.0
H 4.266269 -0.867696 -0.243798 0.0 0.0 0.0
H 0.857457 -3.189849 -2.249626 0.0 0.0 0.0
H -0.758925 -4.413330 -3.645305 0.0 0.0 0.0
H -2.335245 -3.179537 -5.094567 0.0 0.0 0.0
H -2.336868 -0.709220 -5.110177 0.0 0.0 0.0
H -0.728289 0.535890 -3.717317 0.0 0.0 0.0
```
Forces are in eV/Å.

Löwdin atomic charge list, values in e, 2 entries:
1. Y 1.298
2. C -0.055

Density functional theory data (the ωB97M-V functional and the def2-TZVPD basis) for C2Ag10O6 as an isolated structure at a distorted geometry.

Output
Molar mass: 1198.70 g mol⁻¹
Energy relative to the best compared isomer or geometry (same formula, charge and spin): 65.9 kcal/mol
E_HOMO: -26.3 eV
Total charge: +6
Kohn-Sham gap: 0.0958 Ha

XYZ file:
```
18
Properties=species:S:1:pos:R:3:forces:R:3
Ag -10.791511 23.056501 5.372135 -0.4 -0.6 -0.5
Ag -11.933287 27.429348 5.494889 -0.5 0.2 -0.3
Ag -9.383955 25.530259 10.752298 0.1 0.0 0.7
Ag -7.794765 26.977684 8.111254 0.6 0.3 0.3
Ag -12.481061 24.706250 7.918748 -0.5 -0.3 0.0
Ag -7.043107 23.822513 6.682284 1.0 -0.1 -0.1
Ag -8.609219 28.479875 5.210359 0.5 0.8 -0.2
Ag -11.139870 27.518193 9.284073 0.2 0.6 -0.2
Ag -9.202820 22.829679 8.378971 -0.1 -0.4 0.4
Ag -9.226209 25.781973 4.282132 0.3 -0.3 -1.0
C -9.850504 25.510627 6.964546 1.0 0.7 0.8
O -10.020754 25.496535 8.168955 -2.4 -0.3 6.5
O -9.843594 26.648974 6.428703 -0.7 3.1 -3.3
O -9.290521 24.495887 6.505823 1.3 -3.7 -3.9
C -12.331616 25.997858 11.277694 -1.1 -2.1 -1.2
O -13.434419 25.988056 11.799400 -1.3 0.4 1.0
O -11.412146 26.527289 11.855840 2.0 1.7 1.8
O -12.124920 25.408928 10.185741 0.0 -0.2 -0.9
```
Forces are in eV/Å.

Löwdin atomic charge list, values in e, 2 entries:
1. Ag 0.843
2. Ag 0.841

Density functional theory data (the ωB97M-V functional and the def2-TZVPD basis) for C37H37Cl2GaIN5O2P as an isolated structure at a distorted geometry.

Output
Molar mass: 882.24 g mol⁻¹
Energy relative to the best compared isomer or geometry (same formula, charge and spin): 3.8 kcal/mol
E_HOMO: -10.1 eV
Total charge: +1
Kohn-Sham gap: 0.2584 Ha

XYZ file:
```
86
Properties=species:S:1:pos:R:3:forces:R:3
Ga -0.102903 -0.310733 0.232222 -0.3 0.1 -0.5
Cl 2.936253 -5.893028 -1.973183 -0.4 0.6 -0.2
C 2.046848 -4.378343 -2.019023 0.7 -0.5 0.6
C 1.773039 -3.767613 -0.806173 0.3 -1.2 -0.2
C 1.051403 -2.616949 -0.778072 0.3 -0.2 0.8
N 0.698554 -2.058192 0.458974 -0.5 1.3 -0.1
C 0.598398 -2.706544 1.620227 -0.4 -0.4 0.3
O 0.915736 -3.840941 1.933672 0.2 0.0 -0.3
C -0.111329 -1.888779 2.676173 -0.2 0.3 0.6
C -0.300679 -2.467142 3.932634 -0.1 1.1 0.0
C -0.884689 -1.732976 4.964711 0.5 -0.7 -0.4
C -1.337396 -0.453540 4.672372 -0.1 -0.3 0.2
C -1.170347 0.024411 3.389170 0.3 0.3 -0.8
N -0.537269 -0.643864 2.392655 -0.4 -0.5 0.4
C 0.650856 -1.979301 -1.946818 -0.4 0.8 -0.7
C 0.987154 -2.538896 -3.185996 -0.3 -0.1 0.7
C 1.680940 -3.762433 -3.190373 -0.2 0.7 -0.4
Cl 2.140629 -4.450511 -4.685071 0.0 -0.1 -0.5
N -0.092738 -0.791523 -1.685369 0.0 -0.5 -0.3
C -1.075644 -0.335473 -2.484003 0.0 0.1 -0.4
O -1.266580 -0.517223 -3.680123 0.2 0.1 0.7
C -2.108941 0.466607 -1.680300 0.4 -0.4 -0.7
C -3.150353 1.099201 -2.352773 0.3 -0.6 0.5
C -4.145032 1.638584 -1.562632 -0.8 0.2 -0.5
C -4.081618 1.511890 -0.184207 0.2 0.0 0.3
C -2.984765 0.911078 0.399867 -0.2 0.2 0.2
N -1.994236 0.424249 -0.348024 0.2 -0.3 0.2
H 2.044559 -4.247289 0.118945 0.1 -0.1 0.0
H 0.085850 -3.445606 4.064245 0.2 -0.7 0.2
H -0.941877 -2.172540 5.969367 -0.1 0.3 -0.5
H -1.809294 0.116572 5.464712 0.0 0.2 -0.4
H -1.504319 1.007679 3.090589 -0.1 0.1 0.4
H 0.632540 -2.092426 -4.109967 0.2 0.0 0.2
H -3.137589 1.039983 -3.436699 -0.1 0.2 0.2
H -5.039462 2.109359 -1.994506 0.5 -0.2 0.1
H -4.894309 1.858837 0.426856 -0.1 0.1 0.2
H -2.889202 0.788207 1.479716 -0.1 0.1 -0.4
I -3.115432 -3.466932 -2.658994 0.1 0.1 -0.2
C -3.285461 -3.988317 -0.644730 -0.3 -0.3 -0.7
C -3.665757 -5.297400 -0.335982 0.5 0.9 1.0
C -3.773740 -5.583070 1.019793 0.2 -0.4 -1.0
C -3.433109 -4.619714 1.945033 -0.5 -0.5 1.3
C -3.140311 -3.355369 1.505161 0.0 -0.2 -0.6
N -3.082097 -3.012776 0.212055 0.2 -0.2 0.4
H -3.786366 -6.037500 -1.094249 -0.3 -0.3 -0.3
H -4.096044 -6.570089 1.300618 0.0 -0.2 0.3
H -3.463834 -4.867446 3.021143 0.0 0.3 -0.7
H -2.970371 -2.569842 2.193516 0.2 0.7 0.7
C 1.660867 2.213870 2.740135 -1.5 -0.2 -0.2
C 1.118368 2.912011 1.460010 0.1 -0.7 0.7
C 1.815788 4.246792 1.278243 -0.6 0.3 0.1
C -0.378580 3.127107 1.614902 -0.5 -0.3 -0.2
P 1.287546 1.744583 -0.018498 0.3 -0.5 0.3
C 0.764770 2.671020 -1.501656 1.4 0.3 -0.1
C 1.734201 3.130609 -2.429414 0.0 0.0 -0.2
C 1.357879 3.927002 -3.499356 -1.1 -0.4 0.7
C 0.008635 4.245388 -3.650809 0.2 0.1 -0.3
C -0.935283 3.797724 -2.759382 -1.0 -0.3 0.0
C -0.558078 3.021643 -1.683359 0.4 -0.2 0.4
C 3.063011 1.207040 -0.347051 -0.4 -0.7 -1.3
C 4.040519 2.385499 -0.272931 0.2 -0.8 0.0
C 3.550480 0.143594 0.635286 -0.6 0.1 0.5
C 3.101068 0.447948 -1.752386 0.1 -0.6 1.3
H 1.338765 2.804429 3.626115 0.4 -0.2 -0.5
H 2.730624 2.127094 2.704459 0.5 -0.1 0.2
H 1.177497 1.215091 2.849167 0.6 0.5 0.0
H 1.517479 4.960294 2.073662 0.3 -0.5 -0.3
H 1.535558 4.703967 0.338231 0.0 0.2 -0.3
H 2.875043 4.090597 1.279567 0.6 0.3 0.2
H -0.628588 3.625056 2.536353 0.2 0.4 0.6
H -0.964313 2.189393 1.658910 0.3 0.4 -0.4
H -0.727398 3.774490 0.817256 -0.3 -0.1 -0.1
H 2.782441 2.837541 -2.387173 -0.5 0.1 0.2
H 2.045839 4.267103 -4.236551 0.6 0.1 -0.3
H -0.303949 4.807483 -4.511615 -0.1 0.2 -0.2
H -2.006999 3.955537 -2.917645 0.5 0.2 0.0
H -1.242751 2.638756 -0.951495 -0.5 0.3 -0.1
H 4.245970 2.518477 0.778816 0.4 0.4 0.2
H 3.712625 3.313125 -0.703493 -0.2 0.3 -0.1
H 4.960503 2.074508 -0.781448 0.0 0.1 0.2
H 3.861797 0.613218 1.561505 0.0 -0.2 0.3
H 4.405601 -0.338082 0.187131 0.4 -0.2 0.0
H 2.809622 -0.643258 0.846280 0.2 0.3 -0.1
H 2.350145 0.763764 -2.430131 -0.6 0.2 -0.7
H 2.942141 -0.643786 -1.579893 0.2 0.8 -0.2
H 4.081492 0.587041 -2.218899 -0.1 0.0 0.2
```
Forces are in eV/Å.

Löwdin atomic charge list, values in e, 2 entries:
1. Ga 0.508
2. Cl 0.668